The following is a DFT calculation (wB97M-V/def2-TZVPD) of C52H34F15GeMoN2OP2S as an isolated structure.

Element x y z (Å)
Mo (-0.66212, 0.38275, -0.50319)
C (-3.70482, -0.69539, 0.09079)
N (-2.52518, -0.01035, 0.60631)
P (-2.51085, 2.13398, -0.57794)
C (-4.24681, 2.19543, -0.11573)
C (-4.57909, 2.25673, 1.24231)
C (-5.90639, 2.23217, 1.62281)
C (-6.90876, 2.18877, 0.66187)
C (-6.57962, 2.17098, -0.68405)
C (-5.25379, 2.15371, -1.08192)
C (-1.89262, 3.76041, -0.24935)
C (-0.60927, 4.06088, -0.75728)
C (-0.11416, 5.34329, -0.66991)
C (-0.87624, 6.34619, -0.07339)
C (-2.14819, 6.06575, 0.42084)
C (-2.66111, 4.78952, 0.33016)
P (-1.33968, -0.88969, 1.38967)
C (-1.15240, -0.18762, 3.03649)
C (0.08822, -0.25325, 3.66385)
C (0.23533, 0.22047, 4.95395)
C (-0.85805, 0.74999, 5.62111)
C (-2.10166, 0.79408, 5.00353)
C (-2.25746, 0.32991, 3.70886)
C (-1.81872, -2.63061, 1.52665)
C (-1.06872, -3.63892, 0.92562)
C (-1.45444, -4.95820, 1.09659)
C (-2.57966, -5.26929, 1.84609)
C (-3.31951, -4.25919, 2.44690)
C (-2.93647, -2.93914, 2.30448)
H (-4.55260, -0.53865, 0.76642)
H (-3.53122, -1.77459, 0.00648)
H (-3.99247, -0.32702, -0.90071)
H (-3.79037, 2.29496, 1.98204)
H (-6.16632, 2.24849, 2.67053)
H (-7.94510, 2.18294, 0.96084)
H (-7.36189, 2.16269, -1.42631)
H (-5.00289, 2.13087, -2.13191)
H (-0.03382, 3.27328, -1.24806)
H (0.86186, 5.57240, -1.07132)
H (-0.48093, 7.34919, -0.00251)
H (-2.73624, 6.85026, 0.87338)
H (-3.65594, 4.58488, 0.69676)
H (0.91368, -0.69437, 3.13873)
H (1.19329, 0.14962, 5.44474)
H (-0.75255, 1.11497, 6.63123)
H (-2.95526, 1.17076, 5.54774)
H (-3.22317, 0.34369, 3.22092)
H (-0.18178, -3.38727, 0.35605)
H (-0.87411, -5.75188, 0.65471)
H (-2.87977, -6.29762, 1.97616)
H (-4.19166, -4.50535, 3.03143)
H (-3.49488, -2.15184, 2.79226)
C (-1.35938, -2.70090, -3.06055)
C (-1.90839, -1.32334, -3.04291)
C (-2.64683, -0.85157, -4.23608)
O (-1.78383, -0.59519, -2.04875)
H (-2.16269, -3.42206, -3.21847)
H (-0.83191, -2.92913, -2.13335)
H (-0.68609, -2.81006, -3.91123)
H (-2.15714, -1.16495, -5.15645)
H (-2.77309, 0.23098, -4.23377)
H (-3.63630, -1.31781, -4.25118)
F (3.53860, -3.78751, -0.15069)
C (3.16408, -4.05095, -1.40864)
C (2.83535, -2.97991, -2.21865)
C (2.42152, -3.24169, -3.51291)
F (2.08279, -2.17343, -4.26396)
C (2.33583, -4.52959, -4.01845)
F (1.91746, -4.73878, -5.25730)
C (2.68191, -5.60031, -3.18700)
F (2.60024, -6.83482, -3.63558)
C (3.09083, -5.35959, -1.87209)
F (3.39026, -6.36945, -1.07438)
Ge (3.15008, -1.08984, -1.73926)
S (0.99902, -0.34323, -1.83847)
C (3.88512, -0.94992, 0.09781)
C (5.24155, -0.73657, 0.27308)
F (5.95900, -0.44618, -0.81086)
C (5.84012, -0.81057, 1.52900)
F (7.13199, -0.60972, 1.67733)
C (5.04152, -1.09774, 2.63962)
F (5.56675, -1.14710, 3.84501)
C (3.67063, -1.31182, 2.47865)
F (2.91266, -1.58393, 3.53826)
C (3.11714, -1.23120, 1.21165)
F (1.78550, -1.43945, 1.01939)
C (4.22165, -0.28069, -3.17056)
C (5.27139, -1.05099, -3.64025)
F (5.45110, -2.23847, -3.03964)
C (6.09284, -0.61215, -4.66739)
F (7.09355, -1.35284, -5.10241)
C (5.83279, 0.63878, -5.24253)
F (6.59431, 1.07175, -6.22416)
C (4.77409, 1.42828, -4.78053)
F (4.52426, 2.60884, -5.32595)
C (3.98472, 0.95522, -3.73864)
F (2.96606, 1.67775, -3.23767)
N (0.09384, 1.44488, 0.65435)
C (0.66643, 2.29525, 1.49530)
C (-0.09852, 3.04092, 2.41917)
C (0.51909, 3.91995, 3.27911)
C (1.90247, 4.07276, 3.25270)
C (2.67259, 3.33136, 2.36031)
C (2.07054, 2.45780, 1.48234)
H (-1.17166, 2.90270, 2.42844)
H (-0.07067, 4.49216, 3.97839)
H (2.38383, 4.77032, 3.92101)
H (3.74735, 3.44531, 2.35359)
H (2.64002, 1.88474, 0.76048)

The calculation puts the HOMO-LUMO gap at 4.719 eV. For the electronic energy, the calculation gives -188022.4107 eV. The largest force on an atom is 2.54 eV Å⁻¹. The total charge is +3. The LUMO energy comes out at -0.394 Ha. The value obtained for the molar mass is 1250.4 g mol⁻¹. For the highest occupied orbital energy, the calculation gives -15.45 eV.